No. 1
Molecular formula: C42H48N8O4
Method: DFT, ωB97M-V/def2-TZVPD

The geometry in XYZ format:
```
102
Properties=species:S:1:pos:R:3:lowdin_charge:R:1
H -2.28092 -0.23389 -4.58983 0.12
H -5.90495 -2.84546 0.43139 0.10
H 1.70849 3.12875 3.86224 0.10
H -5.01405 -4.94919 4.06620 0.08
H -3.40704 -7.18030 9.03909 0.10
C 3.17832 -0.03832 -3.60880 -0.10
C 2.34301 3.25145 -0.30258 -0.11
C -4.35500 -4.23567 -5.14414 -0.08
C 1.01490 6.26812 4.90648 -0.08
C 2.21478 -1.37047 -3.90866 0.01
C 7.27379 4.79158 -0.84165 -0.07
C 0.84425 1.66487 -3.65217 0.04
H 0.20195 6.24137 1.62522 0.10
C -3.64875 -0.00160 -2.17118 -0.22
H 5.44040 3.66329 -0.97032 0.06
C -4.93975 -4.13609 7.33396 -0.15
H 5.13721 0.63809 -2.65003 0.11
H 0.53417 1.74014 -0.22958 0.13
H 2.15512 3.81077 0.73548 0.10
H 7.11878 5.33279 -1.76812 0.11
C 7.58470 3.38327 1.47357 -0.16
C -4.99994 -4.20188 8.71669 -0.08
C 6.34326 3.86452 -0.40053 -0.15
H 0.22902 7.78791 3.58689 0.10
C 1.71550 1.72083 -0.05594 -0.18
C -5.54150 -3.75400 2.35321 -0.07
C 0.56301 6.76139 3.68681 -0.08
H 7.66655 2.79826 2.38501 0.10
H 1.61766 -0.74664 0.48155 0.10
H -2.76783 -3.80787 -6.54013 0.10
C -3.03374 -4.03949 -5.51285 -0.16
C -3.58033 -4.62212 -2.90477 -0.07
H -3.76121 -4.85315 -1.86114 0.06
H 9.43971 4.43761 1.74597 0.10
C 2.40269 -0.16845 1.15761 -0.13
C 0.57620 -1.13512 -4.05663 0.01
H 2.64885 -2.47519 -3.98033 0.10
H -3.58918 -0.39603 -1.06004 0.12
H -1.43991 -4.46036 -2.69654 0.10
C -5.48131 -3.68821 0.97048 -0.15
H 0.36879 3.91120 -1.28297 0.13
H 1.03881 6.90948 5.78269 0.10
C -4.39037 -5.85636 2.21453 -0.07
H -3.92090 -6.44679 0.19416 0.10
C -4.98470 -4.86179 2.98401 -0.07
H 3.51752 3.24056 -0.43193 0.10
C 2.46081 1.43352 -3.48874 0.03
C 1.53532 4.11365 -1.43574 -0.15
H -1.74411 2.29943 -1.18194 0.10
H -0.18509 -2.03487 -4.23642 0.08
C -4.37586 -5.69953 0.83781 -0.15
H 2.27220 0.95853 -0.74766 0.09
O -0.56833 3.99322 -3.81868 -0.01
H -5.65304 -4.69520 -3.48747 0.11
H -3.37934 -6.89467 6.55764 0.10
N -4.90970 -4.63663 0.19703 0.04
C 5.69354 -0.02628 -4.76410 -0.18
C -3.83429 -6.14741 7.20129 -0.15
H 3.46115 -0.25911 0.61346 0.11
H 4.41861 -0.89506 -5.96448 0.02
H -4.73932 1.58141 -1.38428 0.07
H 6.75580 0.49226 -4.62853 0.12
O 4.33061 3.37676 -3.18642 -0.02
C -4.44314 -5.30967 9.34749 -0.08
C -4.62973 -4.53359 -3.81363 -0.07
H 5.01799 -1.23789 -2.83588 0.13
C 4.79679 -0.21530 -3.40457 -0.17
C 1.43544 4.94514 4.99231 -0.07
H -6.01148 -2.96156 2.92455 0.10
C 3.06998 2.92776 -3.16352 -0.21
N 5.35904 -0.44476 -6.02966 0.04
H -4.61354 1.60583 -3.08272 0.08
N -4.81436 0.98107 -2.25364 -0.05
H -1.41323 0.31672 -1.77051 0.14
H -1.89348 1.68910 -4.57330 0.13
C 8.40704 5.00730 -0.06426 -0.08
H -5.15044 -4.15853 -5.87666 0.10
C -0.10805 0.36037 -3.93528 -0.07
H -4.47249 -5.39707 10.42968 0.11
H -5.36339 -3.29334 6.79487 0.10
C -3.84881 -6.30423 8.57801 -0.08
C 0.51795 3.26332 -3.48369 -0.19
C -2.29239 -4.40598 -3.36782 -0.16
H 1.79201 4.53034 5.92829 0.10
N 0.95277 4.61656 2.64993 0.05
H 1.67082 5.27316 -1.23414 0.14
C 0.54928 5.90457 2.59797 -0.15
N -1.99437 -4.11698 -4.65317 0.04
C -1.73917 0.64999 -4.03992 -0.09
H -5.46992 -3.40944 9.28803 0.10
O 1.99802 1.26414 1.34605 -0.25
O -2.29686 2.24266 -2.02681 -0.11
N -4.36814 -5.08451 6.56051 0.05
C 8.56853 4.29179 1.11746 -0.08
C 1.38806 4.16642 3.84711 -0.14
H 2.51211 -0.75129 2.16605 0.10
H -3.94860 -6.73242 2.67561 0.10
H 9.15780 5.72724 -0.37682 0.10
C -2.24815 0.81945 -2.45598 -0.32
H -3.76179 -0.93626 -2.86809 0.11
N 6.47319 3.15368 0.74064 0.06
N 1.83973 3.75433 -2.86970 -0.04
```

Its SMILES is [H]/N=C\Cc1ccc(C[C@@H](O)CN)c2c1C(=O)N(CCCOC)C2=O.c1ccncc1.c1ccncc1.c1ccncc1.c1ccncc1.c1ccncc1. As for the charge: 0. The calculation puts the HOMO energy at -8.685 eV. The value obtained for the LUMO energy is -1.33 eV. For the energy, the calculation gives -2367.6348 hartree. Its strongest force on any atom is 9.292 eV/A.

=====

No. 2
Molecular formula: C42H49ClN2O14Si2
Method: DFT, ωB97M-V/def2-TZVPD

The geometry in XYZ format:
```
110
Properties=species:S:1:pos:R:3:lowdin_charge:R:1
H -5.53175 -1.95212 3.57920 0.12
C -7.24336 3.97729 -2.88776 -0.37
C -7.67118 5.37801 -2.63290 0.02
C -3.69337 -0.91239 3.00168 -0.40
H 0.49205 -2.52669 -0.18084 0.05
O 5.78678 -5.94736 3.94873 0.11
H -10.38830 2.57688 -3.17575 0.12
H 0.02878 -7.89019 -6.27237 0.12
C 0.11387 -7.25643 -5.39892 0.02
C 3.55912 -3.75155 2.27301 0.03
H 6.97590 -0.84935 1.17975 0.09
H -4.70596 1.91878 -1.79428 0.12
O 0.43243 3.04827 0.30509 -0.13
H 2.59217 5.99168 1.20659 0.11
N 3.79658 5.14208 2.69547 -0.01
C -10.02149 4.69403 -2.78046 -0.39
O -6.50922 0.36667 -2.77896 0.10
H 1.11046 0.91369 -1.69906 0.07
H 5.27431 0.52347 -1.42852 0.02
O -11.19469 4.99722 -2.73341 0.10
C -4.75012 -1.86449 -0.65489 0.04
H 4.51420 3.89811 0.58000 0.07
H 2.49709 -6.54456 -2.93527 0.12
C -8.30593 2.95641 -3.08962 0.03
O -2.90332 -1.32518 0.69964 0.06
C -0.86474 -6.45062 -4.99579 0.02
H 2.90493 4.85866 3.08231 0.05
H -2.99761 1.12492 -0.13983 0.08
H 4.42972 1.61622 3.41140 0.06
O 2.29515 -8.06215 -5.02322 0.10
H 2.02493 3.33126 1.63003 0.07
C 3.59715 -6.44883 3.24142 0.02
C 6.83717 2.04569 0.24661 -0.18
C -3.75358 0.47207 -0.55934 0.01
O -2.95485 -1.79612 3.37785 0.11
C -4.65982 0.89745 -1.43546 0.06
H 3.34178 5.27125 -1.77451 0.11
H 3.46606 -2.74576 1.88440 0.10
H 1.78868 -0.87297 0.70034 0.11
O 4.06297 1.33374 0.64409 -0.30
C 3.13306 3.16120 -1.49955 -0.22
C 5.90341 -0.84565 0.92779 -0.27
H 5.53364 -3.53703 2.99675 0.11
H 1.61671 -6.65466 2.51134 0.12
H 2.45129 -0.22771 -1.66850 0.08
H 2.35294 3.07698 -2.26711 0.09
C 1.56858 2.53289 1.03817 -0.18
O 1.37354 -4.25459 1.55981 0.10
C 1.40007 -7.33033 -4.65924 -0.39
H 5.75628 -1.00645 4.01281 0.12
C -5.16885 -1.03397 3.13479 0.03
H -6.87549 6.09796 -2.48933 0.12
H 0.65865 -5.03008 -2.17977 0.11
H 0.42978 0.23813 0.59446 0.07
C 3.11521 4.59831 -0.94145 -0.25
H 3.38334 0.20243 3.27193 0.08
C 5.46624 -0.29607 3.23062 -0.25
H 6.35351 0.30608 3.00027 0.11
Si 2.75728 1.82052 -0.24960 0.47
C 1.82668 0.41101 -1.03406 -0.25
Cl -0.16115 -1.59349 -2.24743 0.57
H -4.70351 -2.88855 -0.30722 0.13
H -7.05893 -0.12782 2.81301 0.12
C -3.16290 0.33520 2.39632 -0.02
H -2.08592 0.40186 2.30519 0.12
H 4.08093 2.99022 -2.02670 0.08
O -6.06480 3.69029 -2.92086 0.10
C 0.57079 -5.66642 -3.05146 0.02
C 2.48752 -6.02501 2.64226 0.02
C 4.77643 -5.55728 3.40316 -0.38
H -3.60585 2.22156 1.54378 0.11
C -5.98152 -0.06281 2.72769 0.03
H 6.97562 2.67330 -0.63604 0.03
H -0.84208 -1.38176 -0.04386 0.03
H 1.22870 1.74470 1.71619 0.08
C -5.44888 1.18634 2.12363 -0.39
C -3.97527 1.30824 1.99147 -0.03
O -6.19217 2.06927 1.75103 0.10
H 4.99846 5.35350 -0.26156 0.11
C 1.06902 -0.42561 0.00481 -0.29
C 0.13695 -1.54436 -0.48795 -0.55
C 2.38282 -4.64150 2.11118 -0.38
H -9.29353 6.72358 -2.39858 0.12
O 5.10282 -1.06223 2.08195 -0.26
H 4.19327 6.67880 1.33987 0.10
Si 5.49018 0.77142 0.02174 0.52
C 3.64570 5.73159 1.35361 -0.27
H 6.57127 2.69254 1.09017 0.03
C 4.13586 4.84949 0.18691 -0.20
C -9.59184 3.29705 -3.03589 0.02
H 2.10094 4.85422 -0.61849 0.09
O -1.65669 2.95704 0.16298 0.05
O -1.60838 -4.86104 -3.42583 0.10
N -0.75626 2.57150 0.80634 -0.04
C 4.30962 0.57449 3.71653 -0.06
C -5.65595 -1.44217 -1.53215 0.03
C -8.95730 5.71130 -2.58384 0.02
H -7.97963 1.94054 -3.26805 0.09
C -3.73086 -0.93855 -0.10114 -0.35
H 4.22181 0.53578 4.80378 0.08
H -1.81150 -6.37498 -5.51533 0.12
H -6.40889 -2.09458 -1.95557 0.12
H 4.39013 4.32082 2.67375 0.05
C -0.71559 -5.59378 -3.78949 -0.39
H 7.78243 1.55962 0.50450 0.03
C 1.54894 -6.47199 -3.45607 0.02
H 3.70097 -7.45118 3.63726 0.12
C 4.66826 -4.17547 2.87177 0.03
C -5.68175 -0.02865 -1.98499 -0.35
H 5.75290 -1.70120 0.26102 0.09
```

As for the charge: 0. The calculation puts the HOMO energy at -9.398 eV. The value obtained for the LUMO energy is -1.74 eV. For the energy, the calculation gives -3831.6849 hartree. Its strongest force on any atom is 0.944 eV/A.